Record 1
A cluster of 8 separate species, C4H25N2O8 in total in a non-equilibrium geometry, computed with ωB97M-V with the def2-TZVPD basis set.

E_LUMO ... 3.271 eV
Gap between HOMO and LUMO ... 8.67 eV
Net charge ... -1
Energy above the lowest of the compared OMol25 structures with the same formula, charge and spin ... 0.00 kcal per mole

```
39
Properties=species:S:1:pos:R:3:forces:R:3:mulliken_charge:R:1
C -0.756 1.964 -0.858 -1.405 0.730 -2.224 -0.42
N -0.863 -1.720 -2.050 4.812 1.113 -1.471 -0.70
H 2.397 2.947 1.659 -0.263 -0.064 -0.206 0.27
H 2.483 -0.787 0.552 -0.024 -0.281 0.405 0.49
H -1.130 -3.146 0.543 -0.735 -0.268 0.019 0.50
H -0.410 1.809 0.117 0.720 -0.504 1.486 0.13
H -2.696 -2.252 1.595 -0.067 -0.597 -1.212 0.42
H 1.061 1.356 2.256 0.284 0.469 -0.350 0.42
H 1.440 2.631 0.391 0.565 0.244 0.624 0.40
H 0.309 3.576 -1.882 -0.749 0.455 -0.529 0.30
C -1.396 0.673 -1.398 0.511 -0.232 0.402 0.09
O 1.470 2.781 1.441 -0.008 0.209 -0.469 -0.85
H -0.539 -0.318 2.283 0.643 0.447 0.377 0.37
O 2.337 -1.318 1.394 -0.201 -0.160 -0.682 -0.89
O -1.164 -0.972 1.933 -1.931 1.154 0.970 -0.76
H -1.735 -1.826 -1.732 -4.173 -0.398 1.428 0.14
H 0.142 -0.569 -0.601 0.343 -0.146 0.770 0.02
O 2.563 0.129 -0.824 -0.650 1.442 1.760 -0.78
O 0.905 0.518 2.717 -0.774 -0.354 0.915 -0.85
H -1.540 2.749 -0.730 0.270 -0.485 -0.304 0.32
O -0.173 -3.057 0.510 1.234 -0.118 -0.069 -0.86
H -2.020 -0.060 0.429 0.251 0.197 0.465 0.25
H 2.782 -0.144 -1.676 0.741 -0.900 -2.054 0.22
C 0.411 2.510 -1.717 0.229 -0.035 0.015 -0.58
H -1.887 0.847 -2.372 0.207 0.004 0.229 0.21
H 0.576 -0.090 -2.229 -1.675 -0.535 0.924 0.20
H -2.739 -1.951 0.096 -0.343 -0.505 0.556 0.36
O 1.599 2.400 -1.052 1.339 -0.746 0.775 -0.90
H -0.887 -1.726 -3.064 -0.030 -0.016 0.136 0.25
H 2.097 1.139 -0.975 0.309 -0.247 0.369 0.42
N -2.429 0.148 -0.470 2.211 -2.191 -1.363 -0.58
H -3.128 0.790 -0.375 -2.260 1.988 0.414 0.21
H -0.658 -1.609 1.474 1.302 -1.313 -0.871 0.41
H 1.490 -0.155 2.330 0.384 0.023 -0.197 0.46
C -0.301 -0.420 -1.559 -0.341 0.261 -1.732 0.20
H -0.002 -2.782 -0.402 -0.078 -0.072 -0.261 0.31
H 0.550 2.006 -2.706 -0.814 0.220 0.237 0.33
O -2.818 -2.719 0.719 -0.188 1.201 0.581 -0.86
H 1.579 -1.887 1.170 0.351 0.010 0.137 0.33
```
Positions in Å, forces in eV/Å.

Record 2
The molecule C6H13N in a non-equilibrium geometry, computed with ωB97M-V with the def2-TZVPD basis set.

E_LUMO ... 1.049 eV
SMILES string ... CCC/C(C)=C/N
Gap between HOMO and LUMO ... 8.43 eV
Energy above the lowest of the compared OMol25 structures with the same formula, charge and spin ... 21.54 kcal per mole

```
20
Properties=species:S:1:pos:R:3:forces:R:3:mulliken_charge:R:1
H -0.541 -2.185 0.706 0.172 -0.149 -0.073 0.35
H 0.787 -2.569 2.648 0.269 0.068 0.120 0.19
H 0.115 1.397 -3.766 1.057 -0.098 -0.289 0.37
H -0.338 1.942 0.946 -0.260 0.143 0.202 0.37
H -0.791 0.009 -3.383 -0.064 -0.037 0.147 0.34
C -0.742 0.078 -0.722 -1.784 -0.924 0.754 -0.86
H -1.830 0.251 -0.617 0.177 0.470 -0.065 0.30
C 0.197 1.128 1.441 -0.013 0.633 -1.314 -1.72
C -0.182 -0.115 0.674 0.053 0.000 0.061 0.59
H 1.230 1.465 1.279 0.142 -0.377 0.505 0.37
H -0.109 1.154 2.481 0.264 -0.284 0.253 0.47
H -0.654 2.085 -1.640 -0.715 -0.363 -0.131 0.44
H 1.333 -0.894 2.556 0.324 -0.446 0.464 0.18
H -0.785 -0.903 -1.211 0.532 0.115 -0.090 0.39
C 0.088 0.577 -3.059 -1.591 -0.095 1.021 -1.39
H 0.877 -0.159 -2.948 0.552 0.290 -0.841 0.35
H 0.826 1.485 -1.269 0.167 -0.553 0.114 0.26
C -0.084 -1.339 1.204 0.789 0.018 -0.141 -0.24
N 0.689 -1.628 2.331 -1.143 0.661 -0.431 -0.45
C -0.143 1.117 -1.636 1.072 0.928 -0.267 -0.30
```
Positions in Å, forces in eV/Å.

Record 3
The ion C6H13N2O with charge +1 in a non-equilibrium geometry, computed with ωB97M-V with the def2-TZVPD basis set.

E_LUMO ... -3.179 eV
SMILES string ... C=C(CCCN)C(=[NH2+])O
Gap between HOMO and LUMO ... 10.73 eV
Net charge ... +1
Energy above the lowest of the compared OMol25 structures with the same formula, charge and spin ... 52.21 kcal per mole

```
22
Properties=species:S:1:pos:R:3:forces:R:3:mulliken_charge:R:1
N 1.745 0.959 -0.368 0.885 2.406 -1.639 -0.63
N 1.228 -0.816 1.312 0.933 -1.187 1.445 -0.25
H 1.578 -0.072 0.599 -0.372 0.169 -1.094 0.37
C 0.041 -1.285 1.354 -1.683 -0.556 -2.034 0.34
H -0.604 2.463 -0.617 -0.698 -0.013 -0.363 0.36
H 1.163 1.917 -2.121 -0.506 0.047 -0.294 0.43
C -0.944 -0.982 0.131 0.237 -0.143 0.777 0.48
O -0.483 -1.903 2.383 -0.124 -0.075 -0.405 -0.41
H 2.693 1.051 -0.836 -1.243 -0.113 1.136 0.31
H 0.067 -1.862 3.180 0.119 -0.103 -0.015 0.36
C -0.664 1.424 -0.952 0.251 -1.997 -1.299 -0.52
H -2.383 -1.472 -1.277 -1.126 0.905 -1.537 0.35
C 0.771 1.108 -1.509 0.347 -2.801 -0.109 -0.73
C -1.563 -1.819 -0.751 1.758 -1.792 4.462 -0.79
H -2.238 0.742 0.401 -0.013 -0.088 -0.160 0.44
H -1.355 1.186 -1.847 0.811 1.110 1.472 0.29
H 1.538 1.868 0.070 1.003 -0.363 0.536 0.28
H 0.938 0.103 -2.099 -1.090 1.948 0.833 0.31
H -1.583 -2.958 -0.547 0.592 1.998 -0.743 0.28
C -1.178 0.532 0.257 1.000 0.923 0.092 -0.86
H -0.693 0.886 1.231 -0.619 -0.306 -1.354 0.37
H 1.926 -1.069 2.008 -0.463 0.032 0.291 0.23
```
Positions in Å, forces in eV/Å.

Record 4
The molecule C6H12O in a non-equilibrium geometry, computed with ωB97M-V with the def2-TZVPD basis set.

E_LUMO ... 0.924 eV
SMILES string ... CC[C@@]1(C)C[C@H]1O
Gap between HOMO and LUMO ... 9.28 eV
Energy above the lowest of the compared OMol25 structures with the same formula, charge and spin ... 50.29 kcal per mole

```
19
Properties=species:S:1:pos:R:3:forces:R:3:mulliken_charge:R:1
H 2.494 -0.618 1.441 -0.051 -0.106 0.023 0.34
C -0.665 1.565 -0.421 0.052 -0.183 0.002 -1.68
H -0.200 1.637 -1.413 -0.096 -0.113 0.197 0.41
H -1.101 1.131 2.229 0.173 0.043 -0.019 0.28
C -0.482 -1.041 -0.469 -0.225 -0.210 -0.007 -0.45
H -1.535 -1.292 -0.622 -0.028 -0.204 -0.140 0.29
C 0.264 -1.022 -1.807 -0.030 -0.014 -0.039 -1.24
H 0.255 -2.022 -2.252 0.021 0.159 0.014 0.37
C -0.572 0.305 1.766 -0.281 0.052 0.061 -0.72
H -0.034 -1.812 0.168 -0.218 -0.046 -0.135 0.31
C -0.377 0.242 0.292 -0.390 -0.261 -0.111 0.90
H -0.783 -0.669 2.209 0.096 0.250 0.114 0.27
C 0.831 0.325 1.277 -0.528 -0.142 -1.297 -0.45
H 1.314 -0.719 -1.688 -0.236 -0.069 0.059 0.33
H -0.199 -0.333 -2.523 0.066 -0.135 0.102 0.31
O 1.565 -0.824 1.584 0.264 -0.033 -0.186 -0.49
H 1.279 1.027 0.607 1.322 1.342 1.442 0.44
H -1.750 1.691 -0.539 0.203 -0.002 -0.032 0.36
H -0.303 2.427 0.163 -0.113 -0.329 -0.046 0.43
```
Positions in Å, forces in eV/Å.

Record 5
A structure of composition C8H12BrN2S in a non-equilibrium geometry, computed with ωB97M-V with the def2-TZVPD basis set.

E_LUMO (alpha / beta) ... -5.503 / -5.553 eV
Gap between HOMO and LUMO (alpha / beta) ... 6.23 / 6.24 eV
Net charge ... +1
Energy above the lowest of the compared OMol25 structures with the same formula, charge and spin ... 122.71 kcal per mole

```
24
Properties=species:S:1:pos:R:3:forces:R:3:mulliken_charge:R:1
H 0.045 -1.372 -1.990 0.631 -0.927 0.958 0.38
C -2.758 2.458 0.049 -2.319 -5.146 -0.744 -0.43
C 0.187 -1.962 -1.020 0.594 1.422 -2.587 -1.43
C -1.997 3.384 0.590 -1.010 0.181 -0.403 0.39
C -0.950 0.073 -0.145 -2.510 0.115 -0.110 0.78
H 1.612 0.584 0.969 0.427 -0.396 -0.312 0.44
H -1.082 -1.639 1.770 1.809 0.217 -0.665 0.31
H 0.709 -1.400 2.138 0.187 0.559 1.157 0.44
H -0.725 -2.565 -0.972 0.459 0.073 0.525 0.36
C -2.322 -0.265 -0.130 -0.066 0.179 0.054 -0.28
H 2.505 -1.072 0.838 -2.121 1.900 -1.414 0.36
Br -3.116 -1.959 -0.055 -0.005 -0.266 -0.057 -0.08
C 0.381 -0.952 0.116 -0.075 -1.347 -0.109 1.58
N -0.292 1.068 -0.288 0.581 0.599 0.166 -0.45
H 0.220 -2.689 1.171 -0.093 -0.464 0.041 0.42
H 1.105 -2.603 -1.110 -0.855 0.591 0.138 0.40
S -3.532 0.956 0.034 2.848 3.365 0.032 0.01
H 2.192 -0.015 -0.620 0.516 0.611 -1.163 0.45
H -1.898 3.214 1.640 0.593 0.524 0.767 0.36
H -1.833 4.741 -0.971 -0.002 -0.636 0.606 0.22
N -1.601 4.492 -0.007 -0.131 -0.652 -2.148 -0.37
C 0.003 -1.652 1.389 -1.684 -0.493 1.201 -1.37
C 1.740 -0.274 0.292 1.095 -2.193 2.279 -1.73
H -1.323 5.239 0.514 1.130 2.186 1.788 0.23
```
Positions in Å, forces in eV/Å.

Record 6
A structure of composition C3H8N2OS in a non-equilibrium geometry, computed with ωB97M-V with the def2-TZVPD basis set.

E_LUMO ... 0.304 eV
Gap between HOMO and LUMO ... 9.28 eV
Energy above the lowest of the compared OMol25 structures with the same formula, charge and spin ... 167.05 kcal per mole

```
15
Properties=species:S:1:pos:R:3:forces:R:3:mulliken_charge:R:1
H 1.768 0.985 0.992 1.521 0.075 0.297 0.38
H -2.115 -2.265 -0.006 0.378 -0.440 -1.199 0.24
H 0.175 1.615 1.380 -0.605 0.316 1.308 0.36
H -1.914 -2.068 1.562 -0.444 0.498 -0.754 0.27
N -2.230 -1.574 0.697 1.108 0.492 2.094 -0.54
S 0.189 -0.537 0.378 0.841 -7.109 2.323 0.68
H 1.151 2.194 -1.081 0.664 1.221 -0.527 0.37
C 0.724 0.131 -1.366 -0.421 -1.676 0.511 -0.56
O 0.914 -2.004 1.235 -1.903 5.460 -3.489 -0.66
H 1.767 -0.139 -1.340 0.527 0.094 -0.508 0.31
C 0.484 1.466 -0.720 -0.563 0.175 -0.175 -0.58
N -1.317 -0.451 0.571 -1.258 0.242 -0.041 -0.32
H 0.202 -0.216 -2.282 0.242 0.202 0.864 0.34
H -0.560 1.797 -0.725 0.302 -0.094 -0.545 0.29
C 0.763 1.065 0.705 -0.388 0.544 -0.158 -0.59
```
Positions in Å, forces in eV/Å.

Number 1: E -878.91243 hartree. Number 2: E -291.12442 hartree. Number 3: E -420.86979 hartree. Number 4: E -310.97913 hartree. Number 5: E -3393.24690 hartree. Number 6: E -701.81130 hartree.